1.
14
Properties=species:S:1:pos:R:3 method="wB97M-V/def2-TZVPD" smiles=CCNCC#N
C 2.061 0.072 0.425
C 0.615 0.528 0.382
N -0.183 -0.346 -0.456
C -1.524 -0.069 -0.546
C -2.275 -0.021 1.077
N -2.946 -0.973 0.922
H 2.486 0.021 -0.583
H 2.150 -0.917 0.888
H 2.660 0.768 1.017
H 0.173 0.576 1.391
H 0.544 1.537 -0.042
H 0.043 -1.330 -0.374
H -2.053 -0.785 -1.178
H -1.763 0.955 -0.801

---

2.
14
Properties=species:S:1:pos:R:3 method="wB97M-V/def2-TZVPD" smiles="CCN=C=CN"
C -1.585 -0.524 -0.286
C -1.472 0.994 -0.228
N -0.181 1.522 0.238
C 0.697 0.714 0.544
C 1.592 -0.208 0.817
N 2.412 -0.841 -0.163
H -2.578 -0.814 -0.639
H -1.426 -0.971 0.701
H -0.839 -0.955 -0.964
H -1.645 1.434 -1.217
H -2.237 1.414 0.434
H 1.652 -0.598 1.829
H 2.212 -0.478 -1.089
H 3.399 -0.690 0.022

---

Stability summary: most stable 2, least stable 1.

---

1.
14
Properties=species:S:1:pos:R:3 method="wB97M-V/def2-TZVPD" smiles="C=NNC1CC1"
C 2.126 0.550 0.011
N 1.937 -0.674 -0.316
N 0.589 -1.153 -0.200
C -0.387 -0.278 0.416
C -0.977 0.758 -0.451
C -1.765 -0.467 -0.065
H 3.241 0.953 0.074
H 1.447 1.327 0.500
H 0.670 -2.075 0.168
H -0.239 -0.082 1.465
H -0.685 0.899 -1.474
H -1.300 1.644 0.110
H -2.113 -1.210 -0.868
H -2.543 -0.191 0.629

---

2.
Density functional theory data (wB97M-V/def2-TZVPD) for a single C4H8N2 molecule.

```
14
C4H8N2 wB97M-V/def2-TZVPD
C -1.113 1.116 1.175
N -1.032 1.649 -0.180
C -1.269 0.197 0.023
C -0.261 -0.825 -0.317
C 1.939 -0.948 -0.890
N 1.027 -0.842 0.102
H -1.992 1.399 1.756
H -0.190 1.043 1.749
H -0.058 1.801 -0.442
H -2.276 -0.092 -0.278
H -0.451 -1.515 -1.130
H 1.693 -0.405 -1.799
H 2.691 -1.736 -0.860
H 1.292 -0.841 1.091
```

---

3.
14
Properties=species:S:1:pos:R:3 method="wB97M-V/def2-TZVPD" smiles="CC=C=NNC"
C 2.792 -0.446 -0.112
C 1.798 0.677 0.066
C 0.468 0.551 -0.167
N -0.791 0.557 -0.430
N -1.807 0.411 0.566
C -2.933 -0.259 -0.081
H 2.898 -0.639 -1.215
H 2.481 -1.453 0.297
H 3.814 -0.054 0.411
H 2.180 1.701 -0.016
H -1.446 -0.032 1.511
H -3.065 0.330 -0.998
H -2.633 -1.203 -0.397
H -3.757 -0.140 0.567

---

Stability summary: most stable 1, least stable 2.

---

1.
23
Properties=species:S:1:pos:R:3 method="wB97M-V/def2-TZVPD"
O -2.111 1.547 -0.424
C -1.908 0.271 -0.452
N -2.538 -0.849 -0.188
O -3.721 -0.544 0.539
C -0.578 -0.161 -1.060
C 0.211 -1.416 -0.658
C 1.495 -0.867 -0.038
C 1.077 -0.345 1.357
C 0.374 0.962 1.064
N 0.406 0.973 -0.460
C 1.791 0.461 -0.755
H -3.826 0.416 0.650
H -0.562 0.120 -2.182
H 0.586 -1.999 -1.582
H -0.158 -2.108 0.167
H 2.370 -1.590 -0.033
H 1.915 0.009 2.053
H 0.461 -1.085 1.935
H -0.710 0.859 1.315
H 0.825 1.866 1.467
H 0.186 1.905 -0.849
H 2.476 1.096 -0.033
H 1.940 0.476 -1.835

---

2.
Density functional theory data (wB97M-V/def2-TZVPD) for a single C7H12N2O2 molecule.

```
23
C7H12N2O2 wB97M-V/def2-TZVPD
C -0.452 0.080 1.021
C -0.167 -1.445 -0.919
C -0.808 0.488 -0.419
C -0.681 1.179 2.002
C 1.300 1.903 -1.039
C 0.845 -3.186 0.513
C -0.189 1.624 -1.146
N 0.128 -1.005 1.337
N 0.219 -1.871 0.287
O -0.119 -2.080 -1.931
O -2.169 0.429 -0.418
H -0.360 2.142 1.691
H -0.418 0.930 2.946
H -1.795 1.100 1.900
H 1.766 2.307 -0.154
H 1.608 2.687 -1.748
H 1.838 1.039 -1.259
H 1.662 -3.226 1.148
H 0.211 -3.942 0.934
H 1.103 -3.732 -0.386
H -0.354 1.595 -2.184
H -0.730 2.455 -0.794
H -2.439 0.528 -1.382
```

---

Stability summary: most stable 2, least stable 1.